21
Properties=species:S:1:pos:R:3 method="wB97M-V/def2-TZVPD" e_tot_ev=-16635.11895 gap_ev=8.827 homo_ev=-12.31 largest_force_ev_per_a=4.418 e_lumo_ev=-3.48 e_above_lowest_kj_mol=294.21 smiles=C[NH2+]C[C@H](N)PC charge=+1
C 2.877 0.414 0.405
N 1.623 0.712 -0.344
C 0.663 -0.396 -0.569
C -0.367 -0.662 0.519
N -0.766 -2.046 0.450
P -1.443 1.058 0.625
C -2.465 0.865 -0.894
H 2.982 1.228 1.167
H 2.857 -0.563 0.970
H 3.826 0.433 -0.158
H 1.097 1.415 0.280
H 1.793 0.961 -1.416
H 0.072 -0.015 -1.479
H 1.258 -1.326 -0.897
H 0.169 -0.836 1.583
H -1.474 -2.485 0.978
H -0.697 -2.418 -0.434
H -2.391 0.456 1.623
H -2.322 1.712 -1.631
H -3.469 1.112 -0.529
H -2.456 -0.087 -1.463



21
Properties=species:S:1:pos:R:3 method="wB97M-V/def2-TZVPD" e_tot_ev=-16635.44509 gap_ev=9.378 homo_ev=-12.42 largest_force_ev_per_a=4.933 e_lumo_ev=-3.05 e_above_lowest_kj_mol=262.74 charge=+1
C 0.267 -0.067 -2.314
C 2.520 -0.866 -0.915
C -1.457 0.295 0.931
C 0.037 0.738 0.583
N -1.244 -0.672 2.007
N 0.639 0.810 1.864
P 0.631 -0.995 -0.832
H -0.604 -0.425 -2.763
H 1.153 -0.352 -2.953
H -0.015 1.020 -2.292
H 2.759 -0.281 -1.825
H 2.888 -1.951 -0.993
H 2.893 -0.425 -0.038
H -1.903 -0.294 0.144
H -2.039 1.145 1.288
H 0.359 1.605 -0.008
H -1.969 -0.480 2.764
H -1.120 -1.684 1.741
H -0.325 -0.374 2.439
H 0.644 1.824 2.157
H 1.698 0.426 1.814



21
Properties=species:S:1:pos:R:3 method="wB97M-V/def2-TZVPD" e_tot_ev=-18182.27563 gap_ev="10.230 / 5.397" homo_ev="-12.99 / -12.94" largest_force_ev_per_a=1.334 multiplicity=2 e_lumo_ev="-2.76 / -7.54" e_above_lowest_kj_mol=12.95 charge=+1
C -2.579 -2.327 -0.408
C -1.105 -2.009 -0.207
S -0.788 -1.287 1.393
H -3.185 -1.428 -0.348
H -2.940 -3.042 0.327
H -2.712 -2.754 -1.400
H -0.711 -1.324 -0.959
H -0.487 -2.908 -0.246
N 1.888 -0.151 0.639
C 1.722 1.317 0.543
C 0.544 1.647 -0.354
N 0.498 3.080 -0.570
H 0.542 -0.708 1.077
H 2.198 -0.524 -0.251
H 2.606 -0.385 1.316
H 1.547 1.701 1.545
H 2.612 1.803 0.149
H 0.683 1.162 -1.327
H -0.383 1.247 0.087
H -0.183 3.321 -1.282
H 0.232 3.568 0.275



21
Properties=species:S:1:pos:R:3 method="wB97M-V/def2-TZVPD" e_tot_ev=-8839.47901 gap_ev=11.272 homo_ev=-14.41 largest_force_ev_per_a=2.234 e_lumo_ev=-3.14 e_above_lowest_kj_mol=52.46 charge=+1
C 2.597 -0.723 -0.638
C 0.271 -1.251 0.056
N 1.215 -1.166 -0.845
N 0.437 -0.890 1.309
N -0.961 -1.708 -0.310
H 1.004 -1.573 -1.743
H 1.260 -0.394 1.600
H -0.362 -0.919 1.916
H -0.950 -2.590 -0.802
H -1.664 -1.623 0.405
H 2.732 -0.614 0.428
H 2.706 0.262 -1.091
H 3.401 -1.373 -0.974
C -2.247 2.931 0.588
C -1.095 2.299 -0.239
H -2.704 3.675 -0.052
H -2.948 2.131 0.844
H -1.850 3.195 1.565
H -0.451 1.698 0.397
H -0.527 3.130 -0.660
H -1.393 1.782 -1.151



21
Properties=species:S:1:pos:R:3 method="wB97M-V/def2-TZVPD" e_tot_ev=-8839.37661 gap_ev=11.644 homo_ev=-14.86 largest_force_ev_per_a=3.088 e_lumo_ev=-3.22 e_above_lowest_kj_mol=62.34 charge=+1
C 0.686 1.745 1.941
C 0.772 1.142 -0.393
N 0.646 2.098 0.538
N 0.259 1.436 -1.573
N 1.485 0.059 -0.141
H 0.421 3.041 0.276
H -0.369 2.176 -1.831
H 0.665 1.063 -2.415
H 2.327 0.048 0.427
H 1.420 -0.707 -0.802
H 1.614 1.997 2.448
H 0.245 0.777 2.166
H -0.056 2.360 2.476
C -0.728 -2.664 -0.329
C -1.813 -1.583 -0.428
H -0.984 -3.633 0.084
H -0.426 -2.926 -1.344
H 0.152 -2.267 0.181
H -1.601 -0.854 -1.203
H -1.976 -1.199 0.582
H -2.740 -2.109 -0.660



22
Properties=species:S:1:pos:R:3 method="wB97M-V/def2-TZVPD" e_tot_ev=-10885.64662 gap_ev=11.332 homo_ev=-14.22 largest_force_ev_per_a=6.377 e_lumo_ev=-2.89 e_above_lowest_kj_mol=242.60 charge=+1
C 0.048 1.763 0.390
C -0.594 2.346 1.674
C -1.275 -0.340 0.054
N -0.113 0.260 0.522
N -2.345 0.401 -0.420
N -1.392 -1.690 0.373
H -0.539 2.112 -0.539
H 1.072 2.198 0.274
H -1.593 1.878 2.080
H -0.835 3.367 1.616
H 0.674 -0.350 0.417
H -2.126 1.389 -0.453
H -3.219 0.046 -0.600
H -0.635 -2.239 0.534
H -2.286 -2.022 0.117
H 0.013 2.232 2.537
C 2.465 -1.997 -1.841
O 1.939 -1.757 -0.524
H 2.693 -1.707 0.144
H 2.080 -1.123 -2.375
H 3.621 -1.665 -1.969
H 2.348 -3.102 -2.011



22
Properties=species:S:1:pos:R:3 method="wB97M-V/def2-TZVPD" e_tot_ev=-10884.50195 gap_ev=7.768 homo_ev=-10.99 largest_force_ev_per_a=4.309 e_lumo_ev=-3.22 e_above_lowest_kj_mol=353.05 charge=+1
C -1.787 -1.277 0.043
C -1.723 0.174 0.276
C -0.380 0.754 0.488
C 0.145 1.542 -0.533
N 1.445 1.842 -0.803
N 0.459 0.599 1.666
N -0.650 -1.419 -1.143
H -2.950 -1.389 -0.193
H -1.653 -2.109 0.760
H -2.264 0.886 -0.489
H -2.312 0.372 1.203
H -0.387 1.784 -1.369
H 1.616 2.834 -1.172
H 2.129 1.484 -0.245
H 1.333 0.102 1.626
H -0.030 0.412 2.485
H -0.879 -2.001 -1.919
H -0.378 -0.502 -1.514
H 0.321 -1.757 -0.657
H 2.321 -2.031 0.727
H 2.346 -1.195 -0.568
O 1.810 -1.401 0.204



22
Properties=species:S:1:pos:R:3 method="wB97M-V/def2-TZVPD" e_tot_ev=-10885.51141 gap_ev=8.777 homo_ev=-12.33 largest_force_ev_per_a=2.035 e_lumo_ev=-3.56 e_above_lowest_kj_mol=255.65 charge=+1
C -0.507 1.101 -0.321
C -0.689 0.098 0.806
C -0.359 -1.361 0.360
N -1.539 -3.779 -1.829
C -1.673 -2.773 -1.119
N -0.792 -1.656 -0.974
N 0.555 2.157 0.020
H -1.385 1.698 -0.554
H -0.160 0.600 -1.212
H -0.201 0.446 1.725
H -1.685 0.213 1.250
H 0.705 -1.424 0.607
H -0.866 -2.025 1.055
H -0.730 -3.933 -2.421
H -2.447 -2.666 -0.364
H -0.073 -1.677 -1.685
H 1.357 1.616 0.365
H 0.899 2.689 -0.774
H 0.245 2.716 0.810
H 3.159 2.519 2.195
H 3.245 3.108 0.786
O 2.940 2.333 1.272



22
Properties=species:S:1:pos:R:3 method="wB97M-V/def2-TZVPD" e_tot_ev=-19678.62563 gap_ev="9.750 / 6.497" homo_ev="-9.04 / -8.96" largest_force_ev_per_a=1.727 multiplicity=2 e_lumo_ev="0.71 / -2.46" e_above_lowest_kj_mol=0.00
C 0.787 0.842 2.244
C -0.562 1.461 1.984
S -1.294 1.175 0.295
N 1.879 1.229 1.281
H 0.590 -0.236 2.209
H 1.110 1.114 3.256
H -0.487 2.549 2.029
H -1.353 1.188 2.663
H 2.040 2.252 1.357
H 1.419 1.120 0.378
C 0.291 -1.562 -1.074
C -0.585 -1.060 -2.220
N -0.151 0.287 -2.661
N -0.403 -2.014 0.140
H 0.953 -2.330 -1.511
H 0.893 -0.697 -0.778
H -0.561 -1.783 -3.043
H -1.623 -1.015 -1.851
H -0.166 0.910 -1.812
H -0.807 0.701 -3.320
H -0.956 -2.863 -0.069
H -1.015 -1.266 0.503



22
Properties=species:S:1:pos:R:3 method="wB97M-V/def2-TZVPD" e_tot_ev=-10329.20770 gap_ev=6.795 homo_ev=-6.70 largest_force_ev_per_a=6.893 e_lumo_ev=0.10 e_above_lowest_kj_mol=636.49
C -1.328 0.579 -0.066
C 0.117 -1.777 -1.336
C -1.874 1.468 1.012
N 0.629 -1.114 -0.124
N 0.272 -1.789 1.092
H 1.126 -1.790 1.659
H -0.370 -1.202 1.621
H -1.893 -0.348 -0.127
H -1.309 1.025 -1.059
H -0.795 -2.314 -1.082
H 0.856 -2.492 -1.704
H -0.147 -1.063 -2.114
H -1.994 0.929 1.956
H -2.866 1.858 0.742
H -1.214 2.321 1.194
N 1.350 1.103 -1.137
C 0.816 0.618 0.039
N 1.169 0.987 1.212
H 2.206 0.668 -1.456
H 1.376 2.101 -1.287
H 1.909 1.683 1.176
H 1.965 -1.450 -0.208